Entry from the Open Molecules 2025 dataset: C41H32Cl4N4O6V as an isolated structure (ωB97M-V/def2-TZVPD).

- charge = -2
- 2S+1 = 4
- E_HOMO (spin up / spin down) (eV) = -1.459 / -1.848
- <S²> = 3.796

Last column: Mulliken spin population.
Element x y z (Å)
Cl1 7.1959 -2.4708 1.1773  0.001
C1 -3.4637 3.1033 0.7370  0.167
C2 1.3813 0.9622 -6.5985  0.002
H1 3.4573 2.6566 -3.3487  0.000
C3 3.5201 -1.4015 -0.1941  0.001
H2 1.1313 4.7451 -1.3625  0.000
C4 1.9875 1.3822 -4.2680  0.002
C5 -0.7395 -3.4487 -3.8410  0.011
H3 -2.1049 2.1292 -4.0558  0.000
H4 -2.2124 -4.4344 -0.1263  0.004
C6 0.7653 -1.8143 -3.0240  0.015
C7 3.0904 1.6268 -3.2510  0.001
C8 1.8318 3.2033 -0.0613  0.000
C9 5.4864 -2.1036 1.1187  0.011
C10 -3.9620 1.3776 2.4141  0.155
C11 4.7188 -2.2274 2.2583  -0.007
C12 -1.4547 -2.4575 -0.2520  -0.018
H5 -4.5678 2.0602 4.3787  -0.005
C13 0.9872 3.3017 1.1585  0.018
H6 -2.2214 -4.0489 -2.3869  0.000
O1 0.4566 0.9266 1.3321  0.008
H7 3.3910 1.0861 -5.8602  0.000
H8 2.8179 4.2439 -1.6342  0.000
C14 -2.0620 -3.4959 0.3940  0.038
H9 -0.7523 1.5069 3.4889  -0.002
C15 -4.2787 2.3396 3.3694  -0.076
H10 -2.0335 0.3906 -3.8176  -0.002
O2 0.1796 0.8598 -1.6341  0.040
C16 -2.1834 -3.4093 1.8331  -0.003
H11 0.8745 -2.6288 -4.9992  -0.001
C17 -2.0153 -2.2351 2.4443  0.024
H12 -1.9892 -2.1476 3.5293  0.003
C18 0.0724 4.7564 2.9072  -0.003
H13 -1.1101 -4.0894 -4.6344  0.001
H14 -0.7319 0.8420 -6.9892  0.000
H15 1.6188 -1.1651 -3.1273  0.005
H16 1.8442 1.7388 -8.5616  0.000
N1 -1.1563 -1.2840 0.3299  -0.041
O3 1.4303 -1.4675 0.7989  -0.015
C19 0.3470 -2.6381 -4.0533  -0.008
H17 -3.1411 3.3825 -0.2620  0.002
N2 -3.2592 0.6587 0.3477  0.476
C20 2.3343 1.1376 -5.6042  -0.001
Cl2 5.8508 -1.4655 -1.5454  0.000
C21 2.7367 -1.6261 0.9859  -0.002
Cl3 5.4407 -2.6792 3.7846  0.000
N3 0.1547 -1.7806 -1.8339  -0.015
H18 1.2220 5.4354 1.2571  0.000
C22 3.3234 -1.9740 2.1750  0.012
C23 -0.4768 3.6269 3.5346  0.003
H19 -0.0596 5.7481 3.3268  -0.001
C24 0.1281 1.7915 -2.5547  -0.014
C25 -1.8222 1.1905 -4.5390  0.003
Cl4 2.3011 -2.0704 3.5863  0.001
H20 -3.8384 -0.4872 3.3093  -0.007
H21 -1.0308 3.7427 4.4654  0.006
H22 -3.6991 5.1030 1.4456  -0.001
C26 0.7834 4.5671 1.7392  -0.006
H23 -2.3448 -4.3143 2.4082  0.000
C27 -0.8727 -2.5879 -1.6148  0.026
C28 4.8907 -1.6909 -0.0977  0.003
C29 0.0360 0.9909 -6.2300  -0.001
O4 2.3252 2.1727 -0.4594  0.001
H24 1.0642 0.1523 -8.5837  0.000
C30 -3.7769 4.0504 1.6931  -0.096
H25 2.7669 1.4814 -2.2240  -0.001
H26 2.7723 0.3018 -8.1181  0.000
C31 0.6351 1.4176 -3.9296  0.010
C32 -3.5341 1.7360 1.0948  -0.011
C33 -0.3262 2.3725 2.9912  0.008
H27 -3.8446 -1.3267 0.7882  0.036
H28 -2.4476 1.0386 -5.4212  0.000
H29 3.9329 0.9531 -3.4229  0.000
C34 2.0701 4.4664 -0.8744  0.000
C35 0.3892 2.1341 1.7717  0.008
C36 -1.8718 -1.0187 1.5846  0.145
C37 -4.1730 3.6794 2.9945  0.192
C38 -0.3496 1.2032 -4.9132  -0.002
N4 -4.0111 0.0103 2.4486  0.106
O5 -0.3117 2.9111 -2.3968  0.014
H30 -4.3832 4.4527 3.7251  0.018
H31 2.4132 5.3063 -0.2624  0.000
C39 -1.3549 -3.4336 -2.6006  -0.010
C40 1.7875 0.7742 -8.0437  0.000
H32 -1.3871 -0.2048 2.1012  -0.058
O6 2.8990 -0.9690 -1.2524  0.010
C41 -3.3358 -0.4654 1.2227  -0.080
V1 0.5220 -0.4134 -0.3368  1.902

Entry from the Open Molecules 2025 dataset: C41H32Co2N2O5P as an isolated structure (ωB97M-V/def2-TZVPD).

- charge = -1
- E_HOMO (eV) = -2.659

Last column: Mulliken charge in e.
Element x y z (Å)
H1 -4.4041 -6.0268 2.2069  0.290
C1 4.8476 -0.5553 -3.2345  -0.739
C2 -1.7189 -3.2900 1.6159  0.177
H2 -3.6108 -2.0377 5.4352  0.389
O1 1.3413 -1.6255 -0.2908  -0.508
C3 5.6945 0.3870 -3.8279  -0.505
H3 -0.7339 -0.0808 -1.5950  -0.762
H4 2.7769 4.0599 -0.9521  0.305
H5 -3.3701 -1.8958 1.5762  0.501
H6 5.1441 -1.6028 -3.1662  0.397
P1 1.5959 1.6608 -2.0754  1.646
C4 -0.1770 0.1175 -5.4383  -0.703
C5 0.5776 3.8446 -3.5612  -0.353
C6 -0.5834 -0.0176 -2.6758  0.682
C7 -4.0234 -3.9272 1.9520  0.576
H7 1.1365 7.2019 -3.4052  0.338
C8 1.2103 6.1437 -3.1526  -0.582
H8 5.9547 2.4683 -4.3756  0.395
H9 1.5387 1.3573 -4.9667  0.492
C9 -5.4385 -3.5352 2.2547  -1.334
H10 -5.8745 -2.9206 1.4584  0.304
C10 0.4236 -3.4069 2.1049  0.362
N1 -0.0055 -4.6780 1.9044  -0.054
C11 3.2195 1.1885 -2.7974  0.415
H11 -0.2138 1.5935 4.8782  0.384
H12 1.1780 2.6902 2.1704  0.639
C12 4.0718 2.1321 -3.3875  -0.124
O2 -2.7251 -0.3260 0.0445  -0.504
H13 0.0104 3.1129 -4.1307  0.467
C13 1.3894 -0.4729 -0.1162  -0.282
H14 2.2148 -2.2583 2.0478  0.193
Co1 -0.8559 1.7709 0.7696  -0.323
H15 -0.0153 0.1831 -6.5155  0.380
C14 -2.0015 -1.2346 4.2718  0.295
C15 1.4191 3.4282 -2.5239  0.207
C16 0.4820 5.1995 -3.8816  -0.698
H16 -6.0682 -4.4210 2.3840  0.380
C17 0.7174 1.8846 1.5998  -0.903
H17 -3.3915 -0.2593 7.1994  0.355
C18 -0.1661 -0.2467 2.8950  -0.138
H18 2.6100 6.4660 -1.5226  0.413
C19 3.6080 -0.1577 -2.7268  -0.419
C20 -0.9627 0.8052 5.0293  -0.508
C21 -1.9574 0.4740 0.3950  0.195
H19 -0.1673 5.5070 -4.7022  0.381
H20 -5.5088 -2.9529 3.1841  0.251
H21 0.5390 -1.0606 2.7464  -0.305
H22 0.5717 -5.5052 1.9780  0.236
H23 2.9398 -0.8967 -2.2776  0.318
H24 -1.9150 -1.1599 -5.5934  0.369
C22 2.0356 5.7377 -2.0988  -0.683
C23 -3.6397 -5.2782 1.9996  -0.702
C24 -3.0738 -2.9402 1.6757  -0.281
C25 2.1366 4.3794 -1.7795  -0.499
H25 6.6585 0.0738 -4.2314  0.352
C26 -1.4343 -0.7148 -3.5380  -0.873
H26 -1.9735 -6.6972 1.8723  0.331
O3 4.0295 2.4074 0.8124  -0.568
C27 0.6905 0.7911 -4.5743  -0.651
C28 -1.8584 2.9462 1.5988  -0.130
C29 -0.0822 0.8324 2.0874  0.834
C30 3.0249 1.9342 0.4547  0.038
C31 0.4617 0.7522 -3.1891  0.320
C32 -2.7335 -0.2502 6.3300  -0.347
H27 -2.0562 -2.0013 3.5169  0.666
C33 5.3054 1.7278 -3.9066  -0.660
H28 2.4381 -4.0106 1.9802  0.450
H29 -1.7053 1.5744 6.8987  0.345
C34 -1.7913 0.7771 6.1558  -0.695
C35 -1.2395 -0.6321 -4.9185  -0.613
H30 -2.2464 -1.3090 -3.1178  0.491
C36 -1.0385 -0.2316 4.0660  0.235
C37 -2.3090 -5.6613 1.8178  -0.919
N2 -0.5807 -2.5444 1.9480  0.560
Co2 1.5081 1.2569 -0.0170  0.764
C38 1.8534 -3.2064 2.4467  -1.328
O4 -2.5420 3.7213 2.1143  -0.432
C39 -1.3674 -4.6616 1.6171  -0.154
H31 2.0092 -3.2413 3.5346  0.263
H32 3.7701 3.1778 -3.4478  0.268
C40 -2.8543 -1.2539 5.3643  -1.044
C41 -1.1127 2.4750 -0.8702  1.153
O5 -1.6066 2.9449 -1.8113  -0.476

Energy above the lowest of the compared OMol25 structures with the same formula, charge and spin / kcal/mol: 89.4; 40.2